Model one:
Molecular formula: C3H8N2OS
Method: DFT, ωB97M-V with the def2-TZVPD basis set

Geometry as XYZ:
```
15
Properties=species:S:1:pos:R:3:nbo_charge:R:1
N 1.712 -1.514 -0.546 -0.66
N 1.804 -0.757 0.579 -0.21
C 1.126 0.310 0.699 -0.01
C 0.154 0.965 -0.273 0.03
O 0.270 2.367 -0.272 -0.72
C -1.316 0.699 0.052 -0.53
S -1.798 -1.040 0.108 -0.02
H 2.388 -2.276 -0.507 0.37
H 1.720 -1.000 -1.442 0.35
H 1.253 0.821 1.661 0.19
H 0.401 0.582 -1.261 0.15
H 1.195 2.700 -0.298 0.48
H -1.907 1.217 -0.716 0.23
H -1.499 1.108 1.045 0.23
H -1.342 -1.385 -1.132 0.12
```

Computed properties:
- HOMO energy: -8.88 eV
- HOMO-LUMO gap: 0.3502 hartree


Model two:
Molecular formula: C3H8N2OS
Method: DFT, ωB97M-V with the def2-TZVPD basis set

Geometry as XYZ:
```
15
Properties=species:S:1:pos:R:3:nbo_charge:R:1
N 1.407 1.388 -0.274 -0.85
C 1.097 0.071 -0.693 0.68
O 1.905 -0.759 -0.969 -0.54
C -0.439 -0.246 -0.440 -0.17
N -0.549 -1.707 -0.764 -0.84
C -0.866 -0.207 1.044 -0.55
S -0.931 1.314 1.963 -0.04
H 0.695 1.993 -0.705 0.37
H 2.274 1.684 -0.722 0.39
H -1.043 0.257 -1.203 0.21
H -0.365 -2.237 0.068 0.37
H -1.300 -1.920 -1.391 0.38
H -0.167 -0.934 1.535 0.21
H -1.868 -0.620 1.064 0.24
H 0.150 1.922 1.488 0.14
```

Computed properties:
- HOMO energy: -8.98 eV
- HOMO-LUMO gap: 0.3566 hartree


Model three:
Molecular formula: C3H8N2OS
Method: DFT, ωB97M-V with the def2-TZVPD basis set

Geometry as XYZ:
```
15
Properties=species:S:1:pos:R:3:nbo_charge:R:1
C -1.548 1.292 0.147 0.06
C -1.501 -1.093 -0.214 0.06
C 2.280 0.062 -0.441 -0.81
N -0.045 1.288 0.028 -0.79
N -0.132 -1.233 -0.415 -0.84
O -2.134 0.135 -0.421 -0.54
S 0.701 -0.141 0.309 1.45
H -1.981 1.326 1.163 0.17
H -1.802 2.151 -0.481 0.21
H -1.977 -1.782 -0.885 0.21
H -1.580 -1.288 0.901 0.14
H 2.978 -0.725 -0.030 0.26
H 2.175 -0.111 -1.474 0.25
H 2.650 1.132 -0.292 0.28
H 1.916 -1.014 2.104 -0.10
```

Computed properties:
- HOMO energy (alpha / beta): -8.44 / -8.55 eV
- HOMO-LUMO gap (alpha / beta): 0.2552 / 0.2747 hartree


Model four:
Molecular formula: C3H8N2OS
Method: DFT, ωB97M-V with the def2-TZVPD basis set

Geometry as XYZ:
```
15
Properties=species:S:1:pos:R:3:nbo_charge:R:1
C -2.061 0.912 0.286 -0.42
N -0.807 0.194 -0.008 -0.59
S -0.885 -1.492 -0.185 0.19
C 0.390 0.864 -0.149 0.67
O 0.510 2.066 -0.038 -0.60
C 1.598 0.034 -0.567 -0.31
N 2.110 -0.696 0.620 -0.85
H -2.903 0.448 -0.252 0.21
H -1.903 2.019 0.066 0.24
H -2.216 0.819 1.329 0.20
H -0.475 -1.920 1.021 0.11
H 1.306 -0.638 -1.373 0.22
H 2.296 0.768 -0.971 0.20
H 2.507 -0.065 1.299 0.37
H 2.782 -1.429 0.448 0.37
```

Computed properties:
- HOMO energy: -9.12 eV
- HOMO-LUMO gap: 0.3604 hartree


Short version: model two, model four, model one, model three, most stable first.


Model one:
Molecular formula: C3H8N2OS
Method: DFT, ωB97M-V with the def2-TZVPD basis set

Geometry as XYZ:
```
15
Properties=species:S:1:pos:R:3:nbo_charge:R:1
C 2.164 1.881 -0.299 -0.26
C 1.296 -0.362 -0.132 -0.16
C -0.007 -1.224 -0.270 0.39
H 3.232 1.415 -0.042 0.19
H 2.078 2.450 0.801 0.17
H 2.237 2.540 -1.068 0.19
H 1.800 -0.167 1.012 0.24
H 2.145 -1.088 -0.825 0.24
H -0.570 -3.267 0.592 0.36
H -2.122 -1.519 0.079 0.38
H -1.378 1.808 -0.131 0.16
N 0.173 -2.585 0.278 -0.73
N -1.222 -0.625 -0.532 -0.70
O 0.991 1.051 -0.646 -0.57
S -1.795 0.633 0.671 0.11
```

Computed properties:
- HOMO energy: -9.15 eV
- HOMO-LUMO gap: 0.3254 hartree


Model two:
Molecular formula: C3H8N2OS
Method: DFT, ωB97M-V with the def2-TZVPD basis set

Geometry as XYZ:
```
15
Properties=species:S:1:pos:R:3:nbo_charge:R:1
C 1.658 -1.530 0.355 -0.26
O 0.954 -1.014 -0.773 -0.54
C -0.052 -0.168 -0.415 0.32
N 0.109 1.076 -0.171 -0.33
N 1.418 1.527 -0.170 -0.66
S -1.632 -0.953 -0.396 0.24
C -2.661 0.427 0.144 -0.74
H 0.997 -2.111 0.998 0.18
H 2.422 -2.169 -0.042 0.20
H 2.114 -0.719 0.946 0.19
H 1.377 2.529 -0.312 0.37
H 1.963 1.055 -0.906 0.35
H -2.654 1.220 -0.606 0.23
H -3.703 0.017 0.238 0.23
H -2.311 0.812 1.112 0.23
```

Computed properties:
- HOMO energy: -8.14 eV
- HOMO-LUMO gap: 0.3339 hartree


Model three:
Molecular formula: C3H8N2OS
Method: DFT, ωB97M-V with the def2-TZVPD basis set

Geometry as XYZ:
```
15
Properties=species:S:1:pos:R:3:nbo_charge:R:1
C 1.370 1.260 0.199 -0.61
C 0.896 -0.165 0.635 -0.20
N -0.412 -0.566 0.015 -0.61
S -0.353 -0.948 -1.706 0.14
C -1.671 -0.221 0.644 0.79
N -2.628 -0.573 -0.261 -0.87
O -1.796 0.222 1.765 -0.62
H 0.621 1.793 -0.148 0.21
H 1.900 1.733 1.082 0.21
H 2.046 1.285 -0.581 0.20
H 1.576 -0.863 0.375 0.18
H 0.826 -0.133 1.629 0.22
H 0.548 -2.083 -1.566 0.13
H -2.424 -1.158 -1.038 0.41
H -3.606 -0.254 -0.108 0.41
```

Computed properties:
- HOMO energy: -8.90 eV
- HOMO-LUMO gap: 0.3461 hartree


Model four:
Molecular formula: C3H8N2OS
Method: DFT, ωB97M-V with the def2-TZVPD basis set

Geometry as XYZ:
```
15
Properties=species:S:1:pos:R:3:nbo_charge:R:1
C 2.794 0.425 0.230 0.37
C -2.334 0.354 0.002 -0.61
C -0.852 0.400 0.367 -0.25
N -0.031 0.091 -0.787 -0.40
N 0.879 -0.873 -0.848 -0.42
O 2.375 1.542 0.243 -0.52
S 0.729 -2.179 0.169 0.17
H 3.723 0.076 0.706 0.12
H -2.588 -0.618 -0.410 0.21
H -2.936 0.526 0.889 0.21
H -2.567 1.117 -0.734 0.21
H -0.591 1.391 0.750 0.20
H -0.645 -0.338 1.147 0.20
H 0.287 0.896 -1.319 0.39
H 1.759 -2.810 -0.406 0.13
```

Computed properties:
- HOMO energy (alpha / beta): -7.69 / -6.76 eV
- HOMO-LUMO gap (alpha / beta): 0.3109 / 0.2715 hartree


Short version: model three, model two, model four, model one, most stable first.


Model one:
Molecular formula: C5H11NO3S
Method: DFT, ωB97M-V with the def2-TZVPD basis set

Geometry as XYZ:
```
21
Properties=species:S:1:pos:R:3:nbo_charge:R:1
C 2.923 -1.469 0.581 -0.66
C 1.854 -0.444 0.918 -0.02
N 1.842 0.714 0.350 0.36
O 1.056 1.626 0.252 -0.50
O 3.061 1.012 -0.475 -0.60
H 2.604 -1.932 -0.405 0.26
H 2.976 -2.205 1.327 0.22
H 3.813 -0.924 0.367 0.25
H 1.070 -0.525 1.674 0.23
H 2.685 1.681 -1.067 0.48
C -3.276 0.706 -0.309 -0.61
C -2.085 0.419 0.685 -0.52
S -1.565 -1.367 0.682 0.22
C -0.371 -1.143 -0.551 0.22
O 0.363 -1.952 -1.034 -0.55
H -3.629 1.678 -0.479 0.22
H -3.043 0.282 -1.215 0.21
H -4.115 0.184 0.148 0.21
H -2.217 0.656 1.695 0.22
H -1.168 1.020 0.386 0.25
H -0.339 -0.133 -0.929 0.13
```

Computed properties:
- HOMO energy: -9.15 eV
- HOMO-LUMO gap: 0.3603 hartree


Model two:
Molecular formula: C5H11NO3S
Method: DFT, ωB97M-V with the def2-TZVPD basis set

Geometry as XYZ:
```
21
Properties=species:S:1:pos:R:3:nbo_charge:R:1
C 2.716 1.363 -0.043 -0.61
C 1.640 0.385 0.551 -0.41
C 0.619 -0.092 -0.527 -0.37
S 0.404 1.074 -1.881 -0.02
C -0.879 -0.526 0.203 0.44
O -0.546 -1.093 1.440 -0.76
O -1.439 0.701 0.535 -0.74
C -2.025 -1.595 -0.403 0.65
N -3.137 -0.956 -0.717 -0.83
O -1.815 -2.759 -0.418 -0.60
H 2.293 2.337 -0.411 0.20
H 3.134 0.871 -0.833 0.21
H 3.184 1.559 0.933 0.22
H 1.158 0.686 1.440 0.21
H 2.343 -0.448 0.860 0.21
H 0.899 -1.080 -0.985 0.23
H 0.428 2.148 -0.938 0.14
H -0.526 -2.043 1.445 0.50
H -1.452 0.649 1.454 0.49
H -3.833 -1.240 -1.335 0.41
H -3.166 0.060 -0.369 0.43
```

Computed properties:
- HOMO energy: -8.75 eV
- HOMO-LUMO gap: 0.3456 hartree


Short version: model two, model one, most stable first.